w.
{"formula": "C5H14", "method": "ωB97M-V/def2-TZVPD", "symbols": ["C", "C", "C", "H", "H", "H", "H", "H", "H", "H", "H", "C", "C", "H", "H", "H", "H", "H", "H"], "positions_angstrom": [[-0.56997, 0.99413, -2.03884], [0.84645, 1.03541, -1.70008], [1.60774, -0.33039, -1.10918], [-0.76041, 0.28937, -2.86480], [-1.19852, 0.50092, -1.31044], [-1.05717, 1.91882, -2.28727], [1.07713, 1.93437, -1.09956], [1.40011, 1.29410, -2.72478], [1.49378, -1.00390, -1.95830], [1.42134, -0.67819, -0.17174], [2.68854, -0.01455, -1.14859], [-0.86064, -1.50156, 2.24681], [-0.95684, 0.01164, 2.37419], [-1.01083, -1.95999, 3.17034], [-1.57582, -1.82579, 1.43315], [0.13328, -1.88299, 1.80366], [-1.73162, 0.38277, 3.00912], [-0.81914, 0.52092, 1.40460], [-0.12741, 0.31492, 2.97169]], "nbo_charge": [-0.627, -0.382, -0.603, 0.199, 0.201, 0.216, 0.197, 0.186, 0.205, 0.202, 0.206, -0.600, -0.617, 0.204, 0.200, 0.198, 0.210, 0.207, 0.199], "homo_lumo_gap_ev": 12.1, "spin_multiplicity": 1}


x.
{"formula": "C5H14", "method": "ωB97M-V/def2-TZVPD", "symbols": ["C", "C", "C", "H", "H", "H", "H", "H", "H", "H", "H", "C", "C", "H", "H", "H", "H", "H", "H"], "positions_angstrom": [[-0.43666, 1.17883, 0.49035], [0.33570, 1.55004, 1.85971], [0.86055, 0.45147, 2.78345], [-1.40178, 0.75552, 0.75138], [0.14671, 0.51162, -0.05811], [-0.74995, 2.04718, -0.06130], [1.22385, 2.32768, 1.60787], [-0.38960, 2.35653, 2.22546], [1.74252, 0.89003, 3.39166], [0.04446, 0.08892, 3.45958], [1.07096, -0.41351, 2.23914], [0.12789, -1.66199, -1.70114], [-0.65974, -1.42875, -2.97942], [1.17200, -1.75541, -2.02301], [0.09374, -0.75153, -1.14507], [-0.25118, -2.37667, -1.09077], [-0.51287, -1.84896, -3.86261], [-0.70607, -0.37443, -3.18141], [-1.71051, -1.54655, -2.70577]], "nbo_charge": [-0.598, -0.399, -0.624, 0.198, 0.189, 0.211, 0.186, 0.203, 0.220, 0.207, 0.209, -0.598, -0.603, 0.201, 0.202, 0.202, 0.202, 0.198, 0.195], "homo_lumo_gap_ev": 11.8, "spin_multiplicity": 1}


y.
{"formula": "C5H14", "method": "ωB97M-V/def2-TZVPD", "symbols": ["C", "C", "C", "H", "H", "H", "H", "H", "H", "H", "H", "C", "C", "H", "H", "H", "H", "H", "H"], "positions_angstrom": [[1.69198, -2.37417, 0.82018], [1.02458, -0.99180, 0.63514], [1.73801, 0.37033, 0.16999], [1.43568, -3.00246, -0.03996], [1.28147, -2.84918, 1.72776], [2.78364, -2.40808, 1.09942], [0.21084, -1.19937, -0.12644], [0.55444, -0.62966, 1.66244], [2.66726, 0.56158, 0.61046], [1.90296, 0.43155, -0.97418], [1.29277, 1.23613, 0.68320], [-1.39460, 1.39393, -1.22498], [-2.81772, 1.22851, -0.41314], [-1.35250, 2.29570, -1.80412], [-0.63558, 1.63619, -0.43523], [-1.12332, 0.52375, -1.78607], [-3.57287, 0.42478, -0.67589], [-3.20757, 2.25476, -0.51735], [-2.47944, 1.09750, 0.58877]], "nbo_charge": [-0.626, -0.404, -0.623, 0.209, 0.214, 0.209, 0.202, 0.193, 0.204, 0.209, 0.214, -0.608, -0.622, 0.201, 0.205, 0.204, 0.212, 0.205, 0.202], "homo_lumo_gap_ev": 12.0, "spin_multiplicity": 1}


z.
{"formula": "C5H14", "method": "ωB97M-V/def2-TZVPD", "symbols": ["C", "C", "C", "H", "H", "H", "H", "H", "H", "H", "H", "C", "C", "H", "H", "H", "H", "H", "H"], "positions_angstrom": [[0.39790, 1.08052, 1.94793], [0.63225, 1.46555, 0.47447], [-0.62350, 2.02262, -0.16543], [1.26301, 0.57964, 2.38588], [-0.50142, 0.46960, 2.02592], [0.17302, 1.98360, 2.51754], [1.44642, 2.19985, 0.46648], [1.06295, 0.62540, -0.08949], [-0.39976, 2.47023, -1.12292], [-1.45513, 1.32584, -0.29514], [-1.02102, 2.84133, 0.44155], [-0.35846, -2.06087, -0.36602], [0.10865, -2.20949, -1.80765], [0.46422, -2.12088, 0.34481], [-0.82548, -1.08936, -0.19354], [-1.11004, -2.78682, -0.06139], [0.88595, -2.97418, -1.87245], [0.53264, -1.26702, -2.15172], [-0.67220, -2.55556, -2.47885]], "nbo_charge": [-0.604, -0.397, -0.611, 0.209, 0.199, 0.200, 0.196, 0.196, 0.209, 0.204, 0.201, -0.610, -0.610, 0.204, 0.200, 0.204, 0.202, 0.204, 0.206], "homo_lumo_gap_ev": 12.5, "spin_multiplicity": 1}


Which of them is the least stable? Correct choice: x.


w.
{"formula": "C5H14", "method": "ωB97M-V/def2-TZVPD", "symbols": ["C", "C", "C", "H", "H", "H", "H", "H", "H", "H", "H", "C", "C", "H", "H", "H", "H", "H", "H"], "positions_angstrom": [[-0.21048, -0.82527, -2.13698], [0.01578, 0.62539, -1.79380], [-1.34296, 1.28886, -1.57230], [-0.15922, -1.50620, -1.27557], [0.52619, -1.22184, -2.84319], [-1.18039, -0.89782, -2.65067], [0.71753, 0.74779, -0.95852], [0.66057, 1.10861, -2.61446], [-1.96919, 1.09850, -2.43173], [-1.82589, 0.86847, -0.68370], [-1.28279, 2.36677, -1.44490], [0.69193, -0.94271, 1.94466], [0.80989, 0.04788, 3.12465], [0.62257, -1.95219, 2.28272], [-0.11931, -0.58199, 1.32483], [1.60191, -0.93981, 1.34143], [0.49319, -0.63006, 3.94201], [1.77935, 0.42065, 3.42833], [0.17132, 0.92498, 3.01718]], "nbo_charge": [-0.614, -0.406, -0.604, 0.208, 0.208, 0.200, 0.202, 0.195, 0.200, 0.202, 0.208, -0.612, -0.618, 0.205, 0.209, 0.201, 0.205, 0.206, 0.205], "homo_lumo_gap_ev": 12.2, "spin_multiplicity": 1}


x.
{"formula": "C5H14", "method": "ωB97M-V/def2-TZVPD", "symbols": ["C", "C", "C", "H", "H", "H", "H", "H", "H", "H", "H", "C", "C", "H", "H", "H", "H", "H", "H"], "positions_angstrom": [[-1.05118, -1.80580, -0.77465], [-0.56860, -0.65500, -1.70029], [-1.67448, 0.36172, -1.87400], [-2.14134, -1.91860, -0.83230], [-0.37429, -2.66344, -0.79621], [-0.84023, -1.44739, 0.24695], [-0.18910, -1.09041, -2.62898], [0.29749, -0.15745, -1.22409], [-2.31453, 0.34891, -2.74694], [-1.28960, 1.38226, -1.68900], [-2.44011, 0.08449, -1.13188], [1.44549, 0.27434, 2.24269], [1.67854, 1.62603, 1.52853], [0.79789, 0.34273, 3.18849], [1.02857, -0.47299, 1.58851], [2.42250, -0.05010, 2.62457], [1.28698, 2.43634, 2.13834], [1.20407, 1.63251, 0.56659], [2.72192, 1.77185, 1.27365]], "nbo_charge": [-0.615, -0.403, -0.620, 0.208, 0.214, 0.199, 0.198, 0.195, 0.214, 0.211, 0.199, -0.613, -0.614, 0.204, 0.204, 0.205, 0.209, 0.201, 0.205], "homo_lumo_gap_ev": 12.3, "spin_multiplicity": 1}


Which of them is the least stable? Correct choice: x.